# C4H7NO

The molecule C4H7NO (ωB97M-V with the def2-TZVPD basis set, OMol25).

The calculation puts the lowest unoccupied orbital energy (spin up / spin down) at 0.0186 / 0.0055 hartree. The calculation puts the calculated total energy at -7791.537 eV. As for the energy above the lowest of the compared OMol25 structures with the same formula, charge and spin: 187.0 kcal/mol. Its HOMO-LUMO gap (spin up / spin down) is 8.2 / 7.6 eV. The multiplicity is 1.

Geometry (Å):
C -0.927 -1.107 0.012
O 0.179 -1.416 0.828
C 1.095 -0.611 0.155
C 0.727 0.862 0.319
N 0.327 1.548 -0.930
C -0.629 1.113 -0.023
H -1.810 -0.802 0.580
H -1.197 -2.001 -0.566
H 2.124 -0.893 0.406
H -0.193 -0.649 -0.873
H 1.274 1.457 1.047
H 0.463 0.912 -1.737
H -1.559 1.547 0.309

# C21H36NO8PS

A cluster of 3 separate species, C21H36NO8PS in total (ωB97M-V with the def2-TZVPD basis set, OMol25).

The SMILES is C#CCCC[C@H](CO[C@@H](CN)[PH2]=S)OCCCC(=O)O.O=C1CCCO1.O=C1CCCO1. The calculation puts the lowest unoccupied orbital energy at 0.0071 hartree. The calculation puts the calculated total energy at -60352.650 eV. As for the energy above the lowest of the compared OMol25 structures with the same formula, charge and spin: 0.0 kcal/mol. Its HOMO-LUMO gap is 8.8 eV. The multiplicity is 1.

Geometry (Å):
C -3.822 3.282 0.915
C -3.197 2.451 0.315
C -2.454 1.432 -0.451
C -3.206 1.059 -1.734
C -2.564 -0.092 -2.519
C -1.059 0.050 -2.783
C -0.754 0.327 -4.265
O -1.559 1.360 -4.800
C -1.031 2.644 -4.610
C 0.206 3.000 -5.453
N 1.004 4.075 -4.821
P -2.395 3.809 -5.137
S -2.983 3.522 -6.981
O -0.410 -1.174 -2.440
C 0.781 -1.020 -1.690
C 2.051 -0.948 -2.559
C 2.705 0.443 -2.608
C 2.940 0.997 -1.215
O 3.475 0.380 -0.347
O 2.502 2.292 -1.019
H -4.233 4.084 1.477
H -1.479 1.873 -0.664
H -2.327 0.569 0.203
H -4.200 0.726 -1.427
H -3.370 1.930 -2.372
H -3.068 -0.245 -3.474
H -2.693 -1.008 -1.942
H -0.637 0.873 -2.200
H -0.964 -0.581 -4.831
H 0.315 0.531 -4.359
H -0.816 2.844 -3.548
H 0.850 2.134 -5.590
H -0.095 3.344 -6.442
H 1.873 3.733 -4.440
H 0.500 4.564 -4.097
H -3.470 3.658 -4.244
H -1.831 5.092 -4.997
H 0.865 -1.911 -1.066
H 0.705 -0.177 -0.996
H 1.817 -1.250 -3.580
H 2.804 -1.645 -2.194
H 3.684 0.352 -3.088
H 2.142 1.167 -3.199
H 1.536 2.294 -1.026
O -0.421 -0.693 1.651
C 0.567 -0.869 2.309
C 1.636 0.148 2.658
C 2.792 -0.729 3.130
C 2.055 -1.941 3.683
O 0.863 -2.057 2.872
H 1.251 0.789 3.452
H 1.893 0.748 1.788
H 3.440 -0.255 3.865
H 3.405 -1.018 2.275
H 1.753 -1.806 4.719
H 2.628 -2.862 3.595
O 1.177 -1.916 6.813
C 0.710 -3.005 6.989
C -0.756 -3.384 7.029
C -0.723 -4.774 7.663
C 0.645 -5.281 7.228
O 1.475 -4.107 7.148
H -1.131 -3.407 6.005
H -1.321 -2.661 7.610
H -1.537 -5.426 7.354
H -0.756 -4.684 8.750
H 0.620 -5.750 6.243
H 1.090 -5.974 7.938

# C2H3NO2

The molecule C2H3NO2 (ωB97M-V with the def2-TZVPD basis set, OMol25).

The SMILES is C=CON=O. The calculation puts the lowest unoccupied orbital energy at -0.0001 hartree. The calculation puts the calculated total energy at -7703.610 eV. As for the energy above the lowest of the compared OMol25 structures with the same formula, charge and spin: 97.6 kcal/mol. Its HOMO-LUMO gap is 10.1 eV. The multiplicity is 1.

Geometry (Å):
C 0.637 0.185 -1.192
C 0.396 0.102 0.085
O -0.872 0.578 0.408
N -1.587 -0.076 1.448
O -1.080 -1.051 1.843
H -0.121 0.778 -1.752
H 1.605 0.020 -1.698
H 1.021 -0.537 0.858

# C8H6CrO6

A structure of composition C8H6CrO6 (ωB97M-V with the def2-TZVPD basis set, OMol25).

The calculation puts the lowest unoccupied orbital energy (spin up / spin down) at -0.3238 / -0.4188 hartree. The calculation puts the calculated total energy at -49078.415 eV. As for the energy above the lowest of the compared OMol25 structures with the same formula, charge and spin: 0.0 kcal/mol. Its HOMO-LUMO gap (spin up / spin down) is 7.9 / 7.7 eV. The multiplicity is 5. Its charge is +2.

Geometry (Å):
O 0.967 -2.982 0.390
C 0.029 -2.507 -0.068
Cr -1.350 -1.030 -0.702
O -3.487 -2.854 -1.822
C -2.659 -2.154 -1.388
C -2.099 0.669 -1.019
O -2.269 1.819 -1.070
C -0.248 -0.808 -2.256
O 0.573 -0.475 -3.008
C -1.917 -0.927 1.127
O -2.016 -0.672 2.256
C 2.422 0.769 0.018
C 1.031 0.844 0.538
C 0.706 1.815 1.616
O 0.147 0.081 0.076
H 3.060 1.502 0.518
H 2.429 0.963 -1.062
H 2.828 -0.235 0.191
H -0.042 2.534 1.257
H 0.291 1.288 2.484
H 1.603 2.360 1.924

# C3HFNO2S

The ion C3HFNO2S with charge -1 (ωB97M-V with the def2-TZVPD basis set, OMol25).

The calculation puts the lowest unoccupied orbital energy (spin up / spin down) at 0.1212 / 0.1211 hartree. The calculation puts the calculated total energy at -22262.216 eV. As for the energy above the lowest of the compared OMol25 structures with the same formula, charge and spin: 83.9 kcal/mol. Its HOMO-LUMO gap (spin up / spin down) is 6.2 / 6.2 eV. The multiplicity is 1. Its charge is -1.

Geometry (Å):
C -1.789 -1.562 0.509
C -2.668 0.676 -0.055
C -0.462 -1.266 0.094
N -0.183 0.092 -0.105
O -3.795 1.068 -0.110
O 0.517 -2.025 0.102
F -2.490 -2.505 -0.180
S -1.188 1.467 0.174
H 0.802 0.321 -0.034

# C23H50BrNO9P3

A cluster of 3 separate species, C23H50BrNO9P3 in total (ωB97M-V with the def2-TZVPD basis set, OMol25).

The calculation puts the lowest unoccupied orbital energy at -0.1054 hartree. The calculation puts the calculated total energy at -142482.330 eV. As for the energy above the lowest of the compared OMol25 structures with the same formula, charge and spin: 10.8 kcal/mol. Its HOMO-LUMO gap is 7.8 eV. The multiplicity is 1. Its charge is +1.

Geometry (Å):
C 3.632 4.334 1.596
C 2.820 4.152 0.314
C 2.458 2.681 0.130
C 3.755 1.902 -0.223
C 1.477 2.381 -1.011
N 0.484 3.455 -1.316
C -0.935 3.360 -0.785
P -1.861 4.384 -2.048
O -1.713 3.800 -3.399
P -1.270 4.407 0.816
O -0.509 5.839 0.331
Br 0.069 3.699 2.447
C -1.463 1.907 -0.584
C -2.270 1.339 -1.765
C -2.866 -0.090 -1.705
C -2.105 -1.223 -1.005
C -4.315 -0.119 -1.189
P -2.554 2.100 0.967
C -2.510 0.602 2.004
C -4.241 2.672 0.587
O -0.422 1.100 -0.081
C 0.781 1.015 -0.825
C 0.704 0.286 -2.179
H 3.833 5.382 1.785
H 3.127 3.885 2.444
H 4.601 3.851 1.518
H 3.449 4.506 -0.503
H 1.943 4.794 0.420
H 2.103 2.228 1.050
H 3.497 0.959 -0.696
H 4.299 2.483 -0.965
H 4.354 1.723 0.656
H 2.081 2.263 -1.902
H 0.821 4.393 -1.079
H 0.400 3.478 -2.346
H -3.180 4.574 -1.610
H -1.238 5.647 -2.002
H 0.464 5.813 0.378
H -1.658 1.413 -2.661
H -3.107 1.999 -1.976
H -2.966 -0.401 -2.743
H -2.795 -2.055 -0.886
H -1.738 -0.990 -0.013
H -1.279 -1.633 -1.573
H -4.874 0.701 -1.635
H -4.752 -1.053 -1.522
H -4.371 -0.074 -0.105
H -1.586 0.065 1.830
H -3.355 -0.077 1.921
H -2.467 0.939 3.035
H -4.486 3.467 1.286
H -4.969 1.879 0.735
H -4.391 3.067 -0.412
H 1.461 0.449 -0.205
H -0.243 -0.176 -2.397
H 1.444 -0.508 -2.200
H 0.937 0.918 -3.033
C -0.114 -0.889 4.456
C -0.163 -2.294 3.890
O -0.071 -3.282 4.919
C -1.202 -3.492 5.603
O -2.257 -2.942 5.405
O -0.958 -4.411 6.532
C -2.066 -4.695 7.393
H 0.773 -0.759 5.078
H -0.091 -0.153 3.650
H -0.984 -0.687 5.080
H 0.693 -2.466 3.240
H -1.064 -2.455 3.297
H -2.954 -4.948 6.818
H -2.267 -3.843 8.040
H -1.776 -5.547 8.001
C 4.139 -6.446 -2.506
C 4.301 -4.963 -2.760
O 3.791 -4.584 -4.049
C 2.468 -4.470 -4.135
O 1.679 -4.630 -3.236
O 2.160 -4.153 -5.394
C 0.758 -4.079 -5.661
H 4.588 -7.021 -3.317
H 4.620 -6.725 -1.569
H 3.087 -6.722 -2.449
H 5.357 -4.700 -2.778
H 3.825 -4.368 -1.980
H 0.260 -3.414 -4.958
H 0.313 -5.071 -5.616
H 0.654 -3.684 -6.667

# C32H52N4O8S4

A cluster of 8 separate species, C32H52N4O8S4 in total (ωB97M-V with the def2-TZVPD basis set, OMol25).

The SMILES is O=S1(=O)CCCC1.O=S1(=O)CCCC1.O=S1(=O)CCCC1.O=S1(=O)CCCC1.c1cc[nH]c1.c1cc[nH]c1.c1cc[nH]c1.c1cc[nH]c1. The calculation puts the lowest unoccupied orbital energy at -0.0007 hartree. The calculation puts the calculated total energy at -99705.459 eV. As for the energy above the lowest of the compared OMol25 structures with the same formula, charge and spin: 32.7 kcal/mol. Its HOMO-LUMO gap is 7.9 eV. The multiplicity is 1.

Geometry (Å):
O -14.335 -0.970 1.804
S -15.453 -1.786 1.363
O -15.259 -2.974 0.576
C -16.495 -2.161 2.815
C -17.903 -1.799 2.398
C -17.872 -0.554 1.499
C -16.719 -0.744 0.523
H -16.097 -1.463 3.554
H -16.316 -3.181 3.140
H -18.361 -2.588 1.793
H -18.576 -1.761 3.255
H -17.823 0.350 2.109
H -18.807 -0.447 0.949
H -16.177 0.118 0.134
H -17.035 -1.278 -0.374
O -20.634 -4.221 5.084
S -19.217 -4.461 5.309
O -18.279 -4.461 4.200
C -18.615 -3.239 6.505
C -17.854 -3.942 7.646
C -17.701 -5.439 7.275
C -18.939 -5.818 6.468
H -19.532 -2.827 6.928
H -18.070 -2.479 5.951
H -16.862 -3.491 7.692
H -18.305 -3.753 8.615
H -17.540 -6.017 8.184
H -16.782 -5.545 6.694
H -19.742 -5.614 7.186
H -19.040 -6.807 6.032
O -18.217 -7.809 8.627
S -17.674 -8.952 9.330
O -16.986 -8.811 10.598
C -18.922 -10.242 9.482
C -18.821 -11.003 8.164
C -17.301 -11.220 8.012
C -16.627 -9.842 8.144
H -19.855 -9.732 9.734
H -18.686 -10.802 10.387
H -19.345 -11.957 8.175
H -19.194 -10.417 7.323
H -16.932 -11.676 7.090
H -16.940 -11.932 8.757
H -16.547 -9.193 7.276
H -15.661 -9.885 8.646
O -19.990 -3.846 9.826
S -20.977 -4.705 10.437
O -21.354 -4.542 11.823
C -22.487 -4.677 9.416
C -22.767 -6.114 9.017
C -21.439 -6.911 8.935
C -20.611 -6.439 10.119
H -22.185 -4.047 8.576
H -23.299 -4.148 9.904
H -23.450 -6.608 9.710
H -23.227 -6.146 8.028
H -20.957 -6.565 8.011
H -21.496 -7.988 8.803
H -19.536 -6.579 10.064
H -21.028 -6.998 10.963
C -20.646 -0.802 8.807
C -20.910 0.572 8.747
C -22.162 0.721 8.219
N -22.662 -0.525 7.901
C -21.693 -1.447 8.199
H -19.814 -1.370 9.195
H -20.305 1.389 9.104
H -22.715 1.622 8.008
H -23.549 -0.720 7.483
H -21.795 -2.472 7.876
C -20.710 -8.167 3.978
C -21.615 -7.294 4.614
C -22.259 -7.976 5.603
N -21.665 -9.220 5.679
C -20.723 -9.348 4.689
H -20.018 -7.974 3.174
H -21.803 -6.273 4.323
H -22.986 -7.681 6.338
H -21.801 -9.935 6.368
H -20.131 -10.244 4.613
C -14.306 -7.655 7.688
C -14.215 -7.838 9.081
C -13.301 -8.849 9.281
N -12.821 -9.248 8.062
C -13.433 -8.524 7.078
H -14.965 -6.913 7.267
H -14.815 -7.304 9.799
H -12.968 -9.337 10.183
H -12.171 -9.998 7.936
H -13.185 -8.555 6.030
C -15.167 -2.547 10.694
C -16.546 -2.329 10.542
C -17.240 -3.322 11.217
N -16.280 -4.068 11.851
C -15.028 -3.663 11.504
H -14.353 -2.080 10.164
H -16.987 -1.560 9.926
H -18.291 -3.549 11.262
H -16.471 -4.795 12.516
H -14.169 -4.166 11.912

# C42H78F3N2O20S

A structure of composition C42H78F3N2O20S (ωB97M-V with the def2-TZVPD basis set, OMol25).

The calculation puts the lowest unoccupied orbital energy at -0.1023 hartree. The calculation puts the calculated total energy at -107727.552 eV. Its HOMO-LUMO gap is 7.8 eV. The multiplicity is 1. Its charge is +1.

Geometry (Å):
C 0.930 0.968 0.385
C 1.452 -0.415 -0.010
O 2.253 -0.284 -1.180
C 0.382 -1.393 -0.487
O -0.128 -2.345 0.500
N -0.206 -1.834 1.763
C -1.190 -0.942 2.012
O -1.970 -0.563 1.029
C -1.256 -0.425 3.300
C -0.388 -0.862 4.283
C -0.535 -0.270 5.662
O 0.686 0.166 6.243
C 1.355 1.169 5.618
F 0.511 2.000 4.956
F 2.224 0.681 4.694
F 2.042 1.858 6.531
C 0.571 -1.863 4.006
N 1.458 -2.361 4.950
C 0.660 -2.321 2.696
S 1.794 -3.521 2.151
H 1.485 1.698 -0.199
H -0.128 1.075 0.144
H 1.041 1.203 1.446
H 2.052 -0.851 0.794
H 3.035 0.231 -0.932
H 0.819 -2.023 -1.256
H -0.476 -0.865 -0.911
H -2.278 -1.311 0.452
H -1.991 0.340 3.535
H -1.267 0.535 5.637
H -0.921 -1.039 6.332
H 1.258 -2.065 5.893
H 1.525 -3.372 4.922
H 2.698 -3.129 3.059
O 4.979 0.323 -0.605
C 5.530 -0.734 -0.443
O 5.508 -1.615 -1.454
C 6.222 -2.859 -1.415
C 5.440 -3.941 -0.703
C 6.178 -1.096 0.872
H 7.214 -2.717 -0.989
H 6.358 -3.118 -2.463
H 5.280 -3.692 0.347
H 5.979 -4.887 -0.749
H 4.466 -4.072 -1.174
H 5.399 -1.459 1.543
H 6.596 -0.189 1.298
H 6.958 -1.848 0.803
O 0.081 -1.255 -6.078
C 1.270 -1.095 -6.040
O 1.896 -1.282 -4.864
C 3.322 -1.243 -4.716
C 3.833 0.174 -4.580
C 2.056 -0.624 -7.241
H 3.816 -1.784 -5.525
H 3.508 -1.793 -3.795
H 3.646 0.761 -5.482
H 4.905 0.177 -4.385
H 3.327 0.663 -3.746
H 1.971 0.463 -7.297
H 1.597 -1.053 -8.128
H 3.110 -0.889 -7.223
O -2.759 -2.416 -0.601
C -3.211 -2.478 -1.726
O -4.210 -3.322 -1.928
C -4.902 -3.448 -3.186
C -4.184 -4.374 -4.141
C -2.616 -1.695 -2.864
H -5.081 -2.462 -3.614
H -5.869 -3.858 -2.905
H -3.202 -3.992 -4.419
H -4.772 -4.493 -5.050
H -4.049 -5.354 -3.684
H -1.745 -2.237 -3.232
H -2.285 -0.727 -2.487
H -3.298 -1.529 -3.691
O 1.740 2.858 -2.340
C 2.053 2.848 -3.501
O 3.243 3.357 -3.850
C 3.789 3.126 -5.161
C 3.241 4.065 -6.207
C 1.136 2.279 -4.561
H 3.640 2.088 -5.449
H 4.860 3.276 -5.033
H 2.167 3.942 -6.337
H 3.723 3.864 -7.163
H 3.431 5.100 -5.919
H 0.418 3.052 -4.834
H 0.593 1.448 -4.118
H 1.636 1.938 -5.463
O -3.298 1.907 4.063
C -3.362 2.710 3.162
O -4.395 3.549 3.132
C -4.487 4.627 2.184
C -5.050 4.172 0.856
C -2.324 2.706 2.070
H -3.520 5.118 2.079
H -5.159 5.336 2.661
H -4.401 3.444 0.369
H -5.164 5.026 0.189
H -6.027 3.712 1.000
H -2.589 1.922 1.360
H -1.386 2.436 2.551
H -2.176 3.637 1.530
O 0.177 -4.418 9.185
C -0.562 -3.625 9.694
O -1.711 -3.331 9.043
C -2.692 -2.421 9.553
C -2.325 -1.003 9.173
C -0.218 -2.909 10.978
H -2.842 -2.547 10.624
H -3.616 -2.721 9.063
H -1.383 -0.697 9.629
H -3.095 -0.291 9.467
H -2.199 -0.972 8.091
H 0.428 -2.066 10.734
H 0.344 -3.598 11.602
H -1.072 -2.542 11.538
O 2.932 1.214 -7.596
C 3.264 1.036 -8.739
O 4.457 1.515 -9.121
C 5.013 1.273 -10.424
C 4.504 2.255 -11.456
C 2.357 0.362 -9.738
H 4.845 0.238 -10.720
H 6.084 1.395 -10.277
H 3.428 2.163 -11.606
H 4.997 2.079 -12.412
H 4.715 3.275 -11.139
H 1.659 1.108 -10.116
H 1.789 -0.402 -9.215
H 2.871 -0.092 -10.580
O -9.717 1.447 7.164
C -8.599 1.493 6.741
O -7.676 2.186 7.442
C -6.288 2.185 7.096
C -5.950 3.187 6.016
C -8.216 0.848 5.426
H -5.964 1.178 6.827
H -5.784 2.444 8.026
H -6.454 2.956 5.079
H -4.878 3.184 5.825
H -6.256 4.187 6.326
H -8.487 1.534 4.624
H -8.807 -0.057 5.317
H -7.163 0.600 5.329

# C9H15N4O2

A cluster of 2 separate species, C9H15N4O2 in total (ωB97M-V with the def2-TZVPD basis set, OMol25).

The calculation puts the lowest unoccupied orbital energy at -0.0910 hartree. The calculation puts the calculated total energy at -19624.383 eV. As for the energy above the lowest of the compared OMol25 structures with the same formula, charge and spin: 38.4 kcal/mol. Its HOMO-LUMO gap is 8.9 eV. The multiplicity is 1. Its charge is +1.

Geometry (Å):
C -1.593 2.360 -0.678
C -1.179 1.342 -1.600
C 0.275 1.990 0.853
C -0.852 2.740 0.413
C -0.091 0.559 -1.180
C 0.580 0.916 0.022
C 1.232 -2.450 0.406
C 1.410 -1.111 -0.638
C -1.182 3.802 1.390
N 2.406 -2.634 0.887
N 0.140 -3.032 0.601
N 2.718 -1.213 -1.225
N -2.313 -2.113 -0.079
O 0.517 -0.545 -1.682
O 1.487 -0.074 0.288
H -2.400 2.993 -0.911
H -1.600 1.295 -2.615
H 0.890 2.306 1.668
H -1.939 4.498 1.117
H -1.630 3.342 2.284
H -0.331 4.404 1.545
H 2.797 -3.420 1.399
H 3.007 -1.912 0.432
H -0.750 -2.659 0.217
H 0.112 -3.897 1.110
H 2.742 -1.508 -2.213
H 3.261 -0.444 -1.094
H -1.997 -1.186 -0.451
H -2.988 -1.799 0.612
H -2.730 -2.547 -0.879

Number 1: maximum force 0.96 eV Å⁻¹. Number 2: maximum force 1.72 eV Å⁻¹. Number 3: maximum force 3.21 eV Å⁻¹. Number 4: maximum force 10.97 eV Å⁻¹. Number 5: maximum force 3.74 eV Å⁻¹. Number 6: maximum force 1.55 eV Å⁻¹. Number 7: maximum force 2.31 eV Å⁻¹. Number 8: maximum force 7.97 eV Å⁻¹. Number 9: maximum force 4.18 eV Å⁻¹.